105
Properties=species:S:1:pos:R:3:forces:R:3 method="wB97M-V/def2-TZVPD" relative_energy_ev=0.4322 max_force_ev_per_a=0.22 energy_ha=-3054.76901 total_charge=+2
In 1.432447 0.074257 0.676370 -0.0967 -0.0790 -0.1792
C 0.577383 2.634917 4.321557 -0.0257 -0.0143 0.0186
C 0.958660 1.644832 3.272754 0.0287 0.0597 0.0488
N 0.557413 1.612905 2.070940 0.0369 0.0099 -0.0184
C -0.405992 2.476885 1.414465 0.0433 -0.0186 -0.0481
C 0.173456 2.959556 0.075950 -0.0249 -0.0337 0.0464
N 0.755832 1.850476 -0.703122 -0.0173 -0.0331 -0.0569
C -0.026214 1.302283 -1.831408 0.0016 0.0148 0.0713
C 0.548093 -0.056281 -2.232449 -0.0027 -0.0055 -0.0031
N 0.432013 -0.949522 -1.061974 0.0352 -0.0420 -0.0993
C 0.834231 -2.370138 -1.209282 0.0315 0.0275 0.0048
C 2.166312 -2.738596 -0.524964 -0.0423 0.0043 0.0121
N 2.247243 -2.067916 0.758036 0.0854 0.0799 0.0342
C 2.974831 -2.386980 1.747692 0.0043 -0.0187 0.0114
C 3.874344 -3.580545 1.802034 -0.0192 -0.0010 -0.0339
C 2.871141 -1.459492 2.940126 -0.0305 0.0111 -0.0188
C 3.400279 -1.712725 4.196617 0.0118 -0.0103 0.0022
C 3.157173 -0.792033 5.208316 0.0000 0.0049 0.0088
C 2.385189 0.336148 4.964226 -0.0104 0.0099 -0.0330
C 1.888505 0.524206 3.681811 0.0270 -0.0463 0.0202
N 2.164410 -0.354861 2.731455 0.0332 -0.1100 0.0652
H -0.042750 3.438108 3.937991 -0.0011 -0.0144 -0.0199
H 1.479362 3.071045 4.753254 0.0039 0.0124 -0.0104
H 0.036412 2.132832 5.126769 0.0006 0.0240 0.0082
H -0.704360 3.342157 2.005334 -0.0003 -0.0164 0.0247
H -1.289716 1.853083 1.234541 -0.0190 0.0342 -0.0174
H 0.967848 3.677030 0.278674 0.0074 0.0102 -0.0005
H -0.607820 3.472237 -0.488582 0.0088 0.0052 -0.0019
H 1.666516 2.133378 -1.049868 -0.0124 0.0156 -0.0044
H -0.025642 1.980512 -2.688060 -0.0052 0.0109 0.0174
H -1.058914 1.174323 -1.492474 0.0371 -0.0210 -0.0556
H 1.599956 0.015163 -2.520539 -0.0152 0.0017 0.0139
H -0.011413 -0.449972 -3.083461 -0.0176 -0.0089 -0.0205
H -0.552034 -0.948366 -0.782135 -0.0401 0.0027 0.0290
H 0.893805 -2.639408 -2.265046 0.0045 0.0085 0.0032
H 0.033054 -2.962287 -0.766594 -0.0008 -0.0217 -0.0008
H 3.002912 -2.389177 -1.132952 0.0026 0.0030 -0.0133
H 2.225498 -3.825240 -0.433533 -0.0006 0.0080 -0.0034
H 4.281041 -3.788414 0.813797 -0.0017 -0.0140 0.0071
H 3.317667 -4.462509 2.129334 0.0014 0.0090 0.0189
H 4.702879 -3.432130 2.489558 0.0120 0.0087 -0.0036
H 3.978290 -2.603522 4.393982 -0.0028 0.0002 0.0090
H 3.561666 -0.962331 6.196972 -0.0022 0.0003 0.0006
H 2.180065 1.041811 5.755426 0.0056 0.0005 0.0087
C -4.567893 3.901948 -3.019261 -0.0074 -0.0060 0.0038
C -3.374791 3.167380 -2.417410 -0.0508 0.0201 0.0107
C -3.535039 2.852908 -0.932311 0.0191 -0.0154 -0.0014
C -4.754158 1.996058 -0.590652 0.0184 0.0253 0.0425
N -4.916303 0.832205 -1.452317 -0.0650 -0.0193 -0.0014
C -4.205884 -0.300631 -1.379705 0.1267 -0.0140 -0.0644
S -2.978369 -0.515811 -0.216390 -0.0104 -0.0384 -0.0187
N -4.519110 -1.248378 -2.274760 0.0116 -0.0433 0.0449
C -3.800007 -2.502385 -2.476353 -0.0317 0.0101 0.0298
C -2.477409 -2.361366 -3.222517 -0.0120 0.0084 -0.0070
C -2.560441 -1.821929 -4.651548 -0.0100 0.0013 -0.0055
C -2.838510 -0.322816 -4.767008 0.0186 -0.0185 -0.0110
H -4.379062 4.178910 -4.055481 0.0034 -0.0008 -0.0036
H -4.787028 4.816432 -2.465093 0.0065 0.0018 -0.0009
H -5.473487 3.291191 -3.009692 0.0025 -0.0009 0.0006
H -2.478044 3.778983 -2.549196 0.0211 -0.0062 -0.0031
H -3.195439 2.237873 -2.967866 0.0070 0.0120 0.0019
H -3.623450 3.783522 -0.363374 0.0032 0.0095 0.0061
H -2.644153 2.334268 -0.569463 -0.0597 0.0277 0.0017
H -5.668851 2.578977 -0.690170 0.0020 -0.0063 -0.0078
H -4.692465 1.654839 0.442710 -0.0110 0.0194 0.0019
H -5.628188 0.896033 -2.163590 0.0046 -0.0061 -0.0099
H -5.272840 -1.055326 -2.915249 -0.0023 0.0032 -0.0039
H -4.472620 -3.155560 -3.032700 -0.0122 -0.0088 -0.0039
H -3.632114 -2.959024 -1.499906 -0.0045 0.0180 -0.0206
H -2.020673 -3.355462 -3.240546 -0.0123 -0.0021 -0.0044
H -1.819765 -1.722354 -2.627677 0.0225 0.0250 0.0191
H -3.311980 -2.383051 -5.214372 0.0023 -0.0082 0.0018
H -1.608548 -2.034424 -5.144844 -0.0062 0.0072 0.0052
H -3.864596 -0.061739 -4.509818 -0.0060 -0.0005 -0.0030
H -2.665074 0.026056 -5.784747 0.0046 -0.0062 0.0036
H -2.184231 0.249689 -4.102668 0.0225 0.0060 0.0119
O 3.891719 -0.535902 -1.907831 -0.0280 -0.0372 0.0066
C 4.207334 0.280862 -1.065026 0.0059 0.0689 0.0088
N 3.400863 0.674993 -0.008810 0.0160 0.0844 0.1278
C 4.034231 1.667548 0.723406 0.0398 0.0039 -0.0626
O 3.520799 2.222382 1.678422 0.0035 -0.0062 0.0216
C 5.371993 1.911463 0.111943 -0.0170 -0.0023 0.0254
C 6.383092 2.784052 0.453004 0.0188 0.0090 0.0029
C 7.524779 2.774457 -0.346173 -0.0069 -0.0069 -0.0076
C 7.631177 1.922459 -1.441985 -0.0092 0.0028 0.0068
C 6.599908 1.047919 -1.780013 0.0076 0.0008 -0.0034
C 5.478290 1.063014 -0.979395 -0.0014 -0.0318 -0.0249
H 6.292960 3.447498 1.302548 -0.0002 -0.0001 0.0000
H 8.343751 3.442291 -0.115505 0.0014 0.0003 0.0010
H 8.530814 1.944393 -2.042087 0.0017 -0.0012 0.0003
H 6.673425 0.387091 -2.633201 0.0016 0.0012 -0.0001
O -0.497834 -1.006027 1.516348 0.0352 0.0776 -0.0185
S -0.824295 -1.984172 2.632031 -0.0265 0.0695 -0.0315
C -1.524083 -3.448226 1.848314 -0.0105 -0.0639 0.0403
C -2.614053 -3.895707 2.810955 -0.0157 0.0108 -0.0194
C -3.426284 -2.634544 3.127303 0.0079 0.0064 0.0218
C -2.441752 -1.464613 3.284868 -0.0561 -0.0389 0.0276
H -0.731985 -4.176426 1.679972 -0.0191 -0.0147 -0.0031
H -1.937506 -3.092247 0.900052 0.0035 -0.0051 0.0060
H -2.173686 -4.313529 3.719393 0.0082 0.0035 -0.0015
H -3.229611 -4.675112 2.364485 0.0032 -0.0048 0.0033
H -4.024695 -2.765616 4.026322 -0.0123 0.0194 -0.0010
H -4.105375 -2.418638 2.302688 0.0258 0.0087 -0.0195
H -2.299116 -1.151438 4.317464 0.0136 -0.0312 0.0124
H -2.705431 -0.600984 2.672908 -0.0194 0.0154 0.0231


111
Properties=species:S:1:pos:R:3:forces:R:3 method="wB97M-V/def2-TZVPD" relative_energy_ev=1.1419 max_force_ev_per_a=2.72 energy_ha=-3894.85914 total_charge=-1
Tl 3.973876 -20.448779 2.780887 0.6580 -0.6970 -0.0916
N 9.807567 -17.831249 4.619034 -0.7150 -1.0473 1.0131
C 9.056937 -19.002476 4.785214 -0.3408 -0.2136 -0.2803
C 9.557569 -20.290421 4.823995 -0.4572 0.1988 0.4909
C 8.751323 -21.377819 5.123159 -0.2063 -1.2376 -0.4888
C 7.370559 -21.243430 5.260160 0.8030 0.7695 -0.6579
C 6.838526 -19.968223 5.083523 1.0167 -0.2805 0.4933
C 7.683782 -18.896154 4.890404 -0.7455 0.6437 0.0527
S 6.244402 -22.542809 5.601393 -1.1597 -0.5483 -2.3971
O 5.465485 -21.972197 6.670568 -0.4124 -0.1463 0.9637
O 7.006093 -23.741993 5.772217 0.4855 -0.5026 0.7293
N 5.267427 -22.623847 4.296844 0.7179 0.1870 0.6317
C 5.087065 -23.669243 3.447393 -0.7139 0.8112 0.5854
N 5.117385 -24.965072 3.784530 0.8212 -0.8236 0.0940
C 5.188113 -25.835011 2.775384 -0.0067 0.6569 -0.5051
C 5.082605 -25.444871 1.430398 -0.6135 -0.4556 0.7933
C 4.601399 -24.143131 1.257305 0.9025 -0.3545 -1.4302
N 4.632130 -23.285612 2.224327 -0.2040 1.3173 0.6695
H 10.744828 -17.948236 4.346779 0.9880 -0.0291 -0.5001
H 9.298587 -17.104494 4.179545 -0.1658 0.6265 -0.4982
H 10.576911 -20.436749 4.636019 1.4748 -0.3540 -0.1246
H 9.208191 -22.384942 5.129454 -0.4025 0.6463 0.1737
H 5.793084 -19.853902 5.224627 -0.8324 0.4240 -0.0762
H 7.300310 -17.894631 4.804879 -0.5241 0.2624 0.0085
H 5.306210 -26.897550 3.014520 -0.0195 0.3393 0.1476
H 5.186221 -26.182388 0.652908 -0.0924 0.0603 -0.2629
H 4.313389 -23.722563 0.266182 -0.0251 -0.5562 0.6687
S 6.561292 -20.527958 1.332388 -0.1896 0.6556 0.1522
C 6.572603 -18.808139 1.664636 1.6410 -0.9516 -0.4585
C 7.744164 -17.990241 1.609851 -1.8292 1.2211 0.8416
C 7.692784 -16.662366 2.039419 1.5790 -0.8829 -1.5528
C 6.514019 -16.087807 2.417566 -1.4283 -1.3978 0.3352
C 5.419934 -16.977787 2.416638 0.2587 0.5036 -0.0120
N 5.427123 -18.273068 2.048421 -0.4285 1.9713 0.7020
H 8.639829 -18.307190 1.194085 1.4223 -1.0690 -0.4979
H 8.608746 -16.064363 1.904060 -0.4096 -0.2070 0.2847
H 6.464932 -15.057162 2.693583 -0.3727 0.3695 0.2193
H 4.461995 -16.613067 2.734880 -0.4830 0.1490 0.0981
C -0.056282 -22.581458 6.265853 -0.0305 0.3611 0.1544
S 0.976648 -23.145853 4.953431 0.2828 -0.6409 -1.6107
O 2.084361 -19.643359 5.640818 -0.5447 -0.2488 -1.8174
C 2.042514 -24.296978 5.766594 0.1121 0.9762 0.9964
C 2.900162 -23.821920 6.762962 0.2866 -0.7261 -0.9807
C 3.786857 -24.705925 7.393096 -0.5782 0.6651 -0.2004
C 3.816676 -26.030067 7.026415 -0.9728 -1.0672 -0.8295
C 2.871335 -26.500352 6.060839 0.7403 -0.0122 1.0357
C 1.983482 -25.632406 5.446427 0.5196 -0.2959 0.0753
H 0.582833 -21.902448 6.797918 -0.3054 0.4231 0.8840
H -0.493965 -23.354724 6.878808 0.1256 -0.3631 0.1809
H -0.867850 -22.044659 5.794757 -0.1934 0.3260 -0.0976
H 2.980200 -22.749112 6.822003 0.0493 0.0262 0.6222
H 4.430337 -24.337203 8.165023 0.4787 0.2060 0.1096
H 4.554160 -26.723415 7.465559 -0.5717 0.4143 -0.2376
H 2.800075 -27.568087 5.884114 0.1931 0.0594 -0.2615
H 1.286104 -25.904786 4.673568 -0.1411 -0.4974 -0.0368
C 0.276940 -17.661423 3.365026 0.2995 -0.2486 -0.5265
Sb -0.524050 -19.689473 3.528122 -0.6831 0.8761 -0.9034
C -1.973970 -19.098050 1.924708 -0.2481 -0.4791 0.3122
C -1.923080 -19.285343 5.114328 0.0999 0.3179 0.2262
H -0.351265 -16.875261 2.891672 0.0814 -0.7468 0.4480
H 1.183038 -17.772628 2.753820 -0.1356 0.1152 0.1069
H 0.605047 -17.372002 4.350845 0.0692 0.2750 0.3481
H -2.542054 -18.207743 2.277082 0.3611 -0.6278 -0.2584
H -2.675087 -19.904193 1.587611 0.5801 0.6654 0.3923
H -1.335776 -18.818752 1.078576 -0.1949 0.0308 0.0874
H -2.123630 -18.219601 5.120336 -0.1135 0.2606 -0.1744
H -1.536622 -19.508235 6.111348 0.0071 -0.3332 -0.1740
H -2.862562 -19.801349 4.925617 0.0328 -0.1647 0.0998
C 4.591752 -19.065387 8.151038 0.3590 -0.9173 -1.1620
N 3.772756 -19.385409 9.287298 1.1840 0.2351 1.0128
C 2.907399 -20.509812 8.995185 -2.4363 0.8824 0.5222
N 1.938013 -20.178536 7.881112 0.4416 0.7179 0.8439
C 2.827904 -19.903895 6.765022 0.2676 -0.6785 -0.3409
N 3.733625 -18.785309 7.001688 -0.1926 -0.1232 -1.3352
C 2.978270 -17.569424 7.279123 -0.4081 -0.2225 1.8489
N 2.130142 -17.800843 8.525086 0.1641 0.4310 -1.5654
C 3.016374 -18.209885 9.618830 -1.7509 -1.1161 -0.3320
C 1.248260 -18.914485 8.191854 -1.5883 0.1935 0.6580
H 5.212473 -19.975233 8.004301 -0.0418 0.8374 -0.5967
H 5.167350 -18.126213 8.170552 0.2854 -0.5959 1.1169
H 2.232178 -20.685180 9.887236 1.0101 -0.0937 -0.7170
H 3.426978 -21.403505 8.676685 0.4250 -0.1064 0.2644
H 2.510003 -20.059071 4.840189 -0.4442 0.5091 1.0984
H 3.375239 -20.838380 6.661468 0.6970 0.2377 -0.2990
H 2.342183 -17.124187 6.508359 0.0903 -0.8537 -0.2261
H 3.690262 -16.800087 7.526737 0.4442 0.4159 0.1543
H 2.390563 -18.527360 10.465206 0.0306 0.7538 0.1551
H 3.651162 -17.375173 9.793748 0.6991 0.5315 0.6730
H 0.568881 -18.657699 7.344588 0.7728 -0.0539 0.3613
H 0.550133 -18.985655 9.062301 0.5357 -0.6284 -0.4086
C 0.122715 -22.196554 -1.568129 -1.4326 0.8069 1.6598
N 0.958565 -22.860656 -0.597373 1.5920 0.4288 0.0700
C 0.246992 -23.327651 0.568924 -0.0329 0.6386 -0.6023
C 2.098620 -22.041194 -0.316802 0.8156 0.1506 0.1655
N 2.339046 -21.358760 0.768386 -0.8443 -0.9554 -0.9983
N 2.966338 -21.978893 -1.388251 0.0966 -0.1832 0.2282
C 3.118518 -23.053672 -2.383060 -1.1318 0.6510 0.2597
C 4.115753 -21.086537 -1.356347 -0.7233 1.1477 -0.7191
H -0.069256 -21.121779 -1.301275 0.1494 -0.6642 -0.1963
H -0.832667 -22.704470 -1.523143 -0.3451 -0.0218 -0.2793
H 0.480654 -22.248430 -2.547076 0.7990 -0.0795 -1.5394
H -0.598611 -23.873401 0.179983 -0.2779 -0.4364 0.2581
H -0.124204 -22.460999 1.107510 -0.3275 0.0005 0.7111
H 0.892621 -23.947876 1.172059 0.0225 -0.0915 0.3106
H 1.561911 -21.466516 1.422832 0.1285 0.0566 -0.0965
H 2.315776 -23.809084 -2.252995 0.8446 0.3246 0.0754
H 4.130530 -23.428112 -2.285841 0.0922 -0.5672 -0.0202
H 3.017794 -22.636611 -3.396291 0.0475 -0.0155 0.1508
H 4.121500 -20.392158 -0.522052 -0.2346 -0.2767 0.1242
H 4.106744 -20.469801 -2.276850 -0.0038 -0.2290 0.2171
H 5.051467 -21.601344 -1.350396 0.6243 -0.6463 0.2100